1.
Computed, not measured: a molecular structure, C3H7N2O2 at a distorted geometry, with the ωB97M-V functional and the def2-TZVPD basis.

```
! RIJCOSX wB97M-V def2-TZVPD def2/J DEFGRID3
* xyz 1 1
C 1.1681 0.9529 0.6597
C 0.2642 -0.8028 0.3191
C -1.4400 1.2469 0.3674
N -0.0879 0.6012 0.2905
N 0.3893 -1.4707 -1.1159
O 1.7778 1.8526 1.0024
O 1.5507 -0.5147 0.5977
H -0.1353 -1.5042 0.9507
H -1.9969 0.6169 -0.2590
H -1.8697 1.5821 1.3893
H -1.1716 2.1833 -0.1123
H 0.0285 -0.8400 -1.7830
H 0.0722 -2.4110 -1.0645
H 1.4508 -1.4924 -1.2420
*
```

Values from the calculation:
Energy relative to the best compared isomer or geometry (same formula, charge and spin) = 37.37 kcal per mole

---

2.
Computed, not measured: 2 unconnected molecules or ions with the total composition C3H7N2O2S2 at a distorted geometry, with the ωB97M-V functional and the def2-TZVPD basis.

```
! RIJCOSX wB97M-V def2-TZVPD def2/J DEFGRID3
* xyz -1 1
C -1.3861 -0.9146 -0.3715
C 1.3722 0.5838 1.3181
C 2.1899 -0.2310 0.3989
N -1.1804 1.1824 -1.1143
N -0.5982 -0.1419 -0.9294
O -2.7025 -0.5681 -0.1546
O -1.0819 -2.1281 -0.0805
S 1.7214 -1.8142 0.1420
S 3.4075 0.5144 -0.4109
H 2.0156 0.8247 2.2764
H 1.0443 1.6108 0.8875
H 0.3398 0.1963 1.5094
H -1.6474 1.0260 -2.0003
H -2.8557 0.2679 -0.6208
H -0.1668 -2.2827 0.1819
H -0.4719 1.8744 -1.0319
*
```

Values from the calculation:
Energy relative to the best compared isomer or geometry (same formula, charge and spin) = 13.20 kcal per mole

---

3.
Computed, not measured: a gas-phase ion, C3H7N2O3S (charge -1) at a distorted geometry, with the ωB97M-V functional and the def2-TZVPD basis.

```
! RIJCOSX wB97M-V def2-TZVPD def2/J DEFGRID3
* xyz -1 1
C -0.7566 -0.4432 1.0787
C 1.3211 0.1673 -0.5469
C -0.0810 0.2719 -0.0770
N -2.1204 1.5568 -0.2377
N -0.8081 1.2481 -0.6577
O -3.1467 3.0641 -2.2470
O -3.4104 4.0056 0.0158
O -4.6839 2.0517 -0.5568
S -3.5598 2.8822 -0.8828
H -0.7387 0.1519 1.8918
H -0.3770 -1.5077 1.3212
H -1.7265 -0.3918 0.6640
H 1.9306 -0.5562 0.1411
H 1.9854 1.0705 -0.2913
H 1.3635 -0.0293 -1.6239
H -2.1285 1.7480 0.7245
*
```

Values from the calculation:
SMILES = CC(C)=NNS(=O)(=O)[O-]
Energy relative to the best compared isomer or geometry (same formula, charge and spin) = 21.26 kcal per mole

---

4.
Computed, not measured: a gas-phase ion, C3H7N2O4 (charge -1) at a distorted geometry, with the ωB97M-V functional and the def2-TZVPD basis.

```
! RIJCOSX wB97M-V def2-TZVPD def2/J DEFGRID3
* xyz -1 1
C 1.2813 -1.2789 0.6595
C 1.2519 -0.4618 -0.6704
C -0.3504 1.2778 -0.1278
N -1.3301 0.3157 -0.4011
N -2.0150 -0.2071 0.5376
O -1.7976 0.0730 1.6858
O -2.8868 -1.0810 0.1394
O -0.5274 2.4359 -0.8978
O 0.9079 0.8664 -0.5910
H 0.7671 -2.2914 0.5436
H 2.3038 -1.3581 1.0651
H 0.8642 -0.6224 1.3702
H 0.6398 -0.9389 -1.4727
H 2.2896 -0.5996 -1.1651
H -0.3231 1.6322 1.0333
H -1.0751 2.2382 -1.7086
*
```

Values from the calculation:
SMILES = CCO[C@@H](O)N=[N+]([O-])[O-]
Energy relative to the best compared isomer or geometry (same formula, charge and spin) = 115.70 kcal per mole

---

5.
Computed, not measured: C3H7N2OP in the gas phase at a distorted geometry, with the ωB97M-V functional and the def2-TZVPD basis.

```
! RIJCOSX wB97M-V def2-TZVPD def2/J DEFGRID3
* xyz 0 1
C -0.2167 -1.2905 1.9491
C -0.6450 -1.0292 0.5590
C -0.0735 1.6254 0.0207
N -0.8002 -0.1823 1.7946
N 0.3566 -0.2101 -2.0378
O 2.0415 -0.3291 0.0184
P 0.6636 0.0287 -0.4277
H 0.3062 -1.9764 2.5267
H -1.6566 -1.2636 0.0890
H 0.4178 2.5103 -0.5919
H -1.1170 1.4953 -0.2951
H 0.1436 2.0066 1.0096
H 1.1260 -0.8694 -2.2282
H -0.5463 -0.5159 -2.3866
*
```

Values from the calculation:
SMILES = C[P@@](N)(=O)[C@H]1C=N1
Energy relative to the best compared isomer or geometry (same formula, charge and spin) = 6.39 kcal per mole

---

6.
Computed, not measured: a molecular structure, C3H7N2P at a distorted geometry, with the ωB97M-V functional and the def2-TZVPD basis.

```
! RIJCOSX wB97M-V def2-TZVPD def2/J DEFGRID3
* xyz 0 1
C 1.5112 -0.1445 0.6352
C 0.7057 0.0190 -0.7021
C 0.2294 -0.2678 1.5031
N -0.7581 -0.3556 -0.3086
N -0.9058 -0.3553 1.0228
P -2.2566 0.4716 -0.5761
H 1.8874 -1.1757 0.4057
H 2.3643 0.5092 0.9572
H 0.6710 1.1413 -1.2156
H 0.7675 -0.7330 -1.4378
H 0.2211 -0.1553 2.6421
H -2.8074 -0.4522 -1.5799
H -1.6296 1.4983 -1.3461
*
```

Values from the calculation:
Energy relative to the best compared isomer or geometry (same formula, charge and spin) = 34.21 kcal per mole

---

7.
Computed, not measured: a gas-phase ion, C3H7N2S (charge +1) at a distorted geometry, with the ωB97M-V functional and the def2-TZVPD basis.

```
! RIJCOSX wB97M-V def2-TZVPD def2/J DEFGRID3
* xyz 1 1
C 0.0890 0.7294 0.0313
C 0.5067 -1.9940 -0.1554
C 0.5696 -0.6827 -0.7800
N 0.6882 0.9655 1.1446
N -0.9567 1.3538 -0.3348
S 2.0834 -1.2738 -0.1572
H 0.0831 -2.2414 0.7625
H 0.5272 -2.9457 -0.8469
H 0.3132 -0.6588 -1.8768
H 1.4354 0.1997 1.3031
H 0.4169 1.8313 1.4926
H -1.3217 1.2842 -1.3477
H -1.3971 2.0502 0.2429
*
```

Values from the calculation:
SMILES = NC(=[NH2+])[C@@H]1CS1
Energy relative to the best compared isomer or geometry (same formula, charge and spin) = 34.75 kcal per mole

---

8.
Computed, not measured: a gas-phase ion, C3H7N2S (charge +1) at a distorted geometry, with the ωB97M-V functional and the def2-TZVPD basis.

```
! RIJCOSX wB97M-V def2-TZVPD def2/J DEFGRID3
* xyz 1 1
C 1.4104 -0.6926 0.4108
C -0.0959 1.1782 0.0366
C -1.0304 0.1733 -0.5438
N 1.1883 0.6145 0.4545
N 0.5373 -1.4713 -0.0788
S -2.4597 -0.1572 0.2786
H 2.3794 -1.0202 0.7933
H 0.1057 1.9388 -0.7304
H -0.5643 1.6611 0.9004
H -0.9225 -0.1188 -1.5772
H 1.8653 1.2465 0.8538
H 0.6582 -2.4652 -0.1278
H -3.0716 -0.8871 -0.6699
*
```

Values from the calculation:
Energy relative to the best compared isomer or geometry (same formula, charge and spin) = 39.59 kcal per mole

---

9.
Computed, not measured: a gas-phase ion, C3H7N2S2 (charge +1) at a distorted geometry, with the ωB97M-V functional and the def2-TZVPD basis.

```
! RIJCOSX wB97M-V def2-TZVPD def2/J DEFGRID3
* xyz 1 1
C -0.1452 -0.6773 0.8758
C 1.2642 1.0359 0.0942
C -1.0860 1.3464 -0.4356
N 0.2128 -1.6663 -0.1710
N 0.0540 0.7087 0.2441
S 2.4352 1.9065 -0.3975
S 1.9957 -2.0329 -0.2162
H 0.5646 -0.7714 1.7540
H -1.2504 -0.6931 1.2653
H -1.0066 2.4284 -0.2967
H -2.0416 0.9665 -0.0908
H -0.9538 1.3151 -1.5124
H 0.0669 -1.2524 -1.0252
H -0.1099 -2.6141 -0.0879
*
```

Values from the calculation:
Energy relative to the best compared isomer or geometry (same formula, charge and spin) = 92.33 kcal per mole